One molecule with the formula C5H11BN2O2. Source: the OMol25 dataset; level of theory: ωB97M-V with the def2-TZVPD basis set.

As for the charge: 0. The SMILES is C[C@@H]1CNC(=O)N(C)B1O.

Each line ends with the Löwdin charge.
CARTESIAN COORDINATES (ANGSTROEM)
B: -0.215707 -0.809327 0.148876  -0.435
C: 1.865815 0.599813 0.035257  -0.592
C: -0.351898 1.737097 -0.052902  -0.193
C: -1.097703 0.552268 0.460317  -0.219
C: -2.530588 0.276305 -0.340484  -0.055
C: 2.068968 -1.810762 -0.010528  -0.012
N: 1.079926 1.696290 0.293208  0.091
N: 1.250730 -0.587965 0.034846  0.049
O: 3.032604 0.638708 -0.183556  0.089
O: -0.604393 -2.106990 -0.056376  0.184
H: -0.617185 1.781232 -1.183791  0.157
H: -0.690970 2.592342 0.449707  0.101
H: -1.407494 0.657677 1.525670  0.131
H: -3.195227 -0.265357 0.470293  0.112
H: -2.278526 -0.213343 -1.286650  0.070
H: -3.002421 1.225609 -0.489381  0.045
H: 1.538951 -2.420550 -0.745302  0.081
H: 3.025711 -1.615290 -0.505558  0.094
H: 2.066951 -2.325057 0.962457  0.105
H: 1.500807 2.603007 0.174169  0.136
H: -1.438356 -2.205716 0.299736  0.061

Force components x, y, z for each atom (eV/Å):
B 2.06 1.86 0.51
C -0.77 0.79 -0.09
C 0.40 -0.90 -1.49
C -2.07 -3.07 -0.55
C 1.37 -0.11 3.13
C -0.58 0.03 -1.49
N -1.21 0.42 -0.44
N -3.25 -2.60 0.51
O 2.96 1.22 -0.12
O 2.15 1.03 -0.45
H 0.94 0.30 1.49
H -0.81 1.47 0.22
H 0.62 -0.10 -0.56
H 1.17 0.47 -2.22
H -0.71 -0.19 0.31
H -0.39 0.54 -0.39
H 0.18 -0.51 0.38
H 0.00 0.07 0.91
H 0.45 0.29 -0.41
H 0.56 -0.30 -0.09
H -3.09 -0.72 0.84


A 9-piece molecular cluster, C63H135N9O9 overall. Source: the OMol25 dataset; level of theory: ωB97M-V with the def2-TZVPD basis set.

As for the charge: 0. The SMILES is CC1(C)CCCC(C)(C)N1O.CC1(C)CCCC(C)(C)N1O.CC1(C)CCCC(C)(C)N1O.CC1(C)CCCC(C)(C)N1O.CC1(C)CCCC(C)(C)N1O.CC1(C)CCCC(C)(C)N1O.CNC(C)=O.CNC(C)=O.CNC(C)=O.

Each line ends with the Löwdin charge.
CARTESIAN COORDINATES (ANGSTROEM)
C: 1.390524 0.973768 -3.065917  -0.004
C: 2.399077 1.261118 -4.250046  -0.499
C: 2.053660 2.554204 -4.985770  -0.133
C: 2.466639 3.779935 -4.175131  -0.190
C: 3.949388 3.753075 -3.905935  -0.123
C: 4.355861 2.388667 -3.234364  -0.484
N: 3.798569 1.245576 -3.930134  -0.101
O: 4.142379 0.074247 -3.221804  -0.028
C: 5.878380 2.240527 -3.414734  -0.032
C: 3.999125 2.482041 -1.702771  -0.010
C: 2.159396 0.055285 -5.216797  -0.012
H: 1.840651 0.225406 -2.427046  0.052
H: 0.353912 0.757067 -3.430691  0.095
H: 1.373248 1.919627 -2.478780  0.067
H: 2.584932 2.536804 -5.940812  0.113
H: 0.973561 2.488928 -5.252418  0.127
H: 1.808047 3.742340 -3.290508  0.092
H: 2.115950 4.692133 -4.670191  0.112
H: 4.287482 4.620895 -3.268014  0.136
H: 4.583024 3.810187 -4.829865  0.120
H: 6.234464 1.323752 -3.040832  0.063
H: 6.027977 2.390555 -4.494664  0.072
H: 6.464614 3.077304 -2.979482  0.093
H: 4.773325 3.082470 -1.145297  0.100
H: 3.049974 2.987667 -1.501453  0.046
H: 3.850846 1.518189 -1.237158  0.047
H: 2.952295 -0.052436 -5.961602  0.067
H: 1.181565 0.159405 -5.604778  0.072
H: 2.116465 -0.825272 -4.561549  0.055
H: 4.671004 -0.352780 -3.918292  0.073
C: 4.791661 -2.652378 1.481738  -0.011
C: 3.737484 -2.474439 0.354238  -0.515
C: 4.270425 -3.010935 -0.969047  -0.121
C: 4.275314 -4.554743 -1.049449  -0.129
C: 2.801770 -5.003748 -0.849213  -0.129
C: 2.171464 -4.586275 0.494012  -0.484
N: 2.421894 -3.081718 0.583695  -0.087
O: 1.978595 -2.663422 1.858948  -0.064
C: 0.657373 -4.835812 0.581871  -0.037
C: 2.760823 -5.396609 1.655964  -0.038
C: 3.502497 -0.987738 0.200891  -0.024
H: 5.306860 -3.631340 1.611584  0.089
H: 4.347604 -2.383382 2.464606  0.086
H: 5.536344 -1.936319 1.306214  0.063
H: 3.697161 -2.560104 -1.765025  0.110
H: 5.249179 -2.681150 -1.171418  0.109
H: 4.852617 -5.010991 -0.308011  0.079
H: 4.617735 -4.896155 -2.042275  0.120
H: 2.722601 -6.123004 -0.911544  0.127
H: 2.149705 -4.702715 -1.684056  0.100
H: 0.152361 -4.403530 -0.315505  0.078
H: 0.495205 -5.932018 0.499679  0.099
H: 0.116978 -4.432105 1.424201  0.067
H: 3.786932 -5.175672 1.809002  0.044
H: 2.240764 -5.272859 2.664786  0.114
H: 2.749293 -6.458608 1.337321  0.098
H: 4.455294 -0.469581 0.018398  0.099
H: 3.085595 -0.700990 1.123199  0.065
H: 2.867794 -0.765393 -0.665175  0.073
H: 2.583249 -3.091515 2.494480  0.078
C: -0.882244 4.940922 3.953389  -0.026
C: -1.544501 5.271675 2.599291  -0.510
C: -1.791551 6.793562 2.470877  -0.155
C: -0.439417 7.444449 2.529440  -0.202
C: 0.308200 7.009170 1.302707  -0.149
C: 0.548813 5.523327 1.176074  -0.498
N: -0.786223 4.927978 1.365223  -0.084
O: -0.604730 3.548463 1.335510  -0.035
C: 1.093234 5.203806 -0.196395  -0.043
C: 1.590417 4.952973 2.261179  -0.006
C: -2.891489 4.612751 2.426606  -0.045
H: 0.141586 5.376210 4.057327  0.061
H: -0.765785 3.831027 3.960375  0.062
H: -1.446187 5.212795 4.848028  0.092
H: -2.416363 7.029137 1.602752  0.122
H: -2.412019 7.121995 3.336668  0.128
H: -0.047180 7.297010 3.526241  0.101
H: -0.573366 8.535593 2.505119  0.115
H: 1.321006 7.501218 1.211325  0.140
H: -0.287310 7.287843 0.427011  0.125
H: 2.053106 5.756838 -0.245523  0.099
H: 1.356181 4.140435 -0.294131  0.074
H: 0.362156 5.437080 -0.976822  0.065
H: 1.136017 4.066775 2.708791  0.058
H: 2.532751 4.719162 1.807286  0.061
H: 1.817181 5.665229 3.080097  0.079
H: -3.351885 4.911432 1.522798  0.066
H: -3.560507 4.897846 3.294887  0.106
H: -2.785382 3.528174 2.608636  0.089
H: -1.137205 3.184429 0.639695  0.055
C: 1.610749 0.461609 9.182539  -0.035
C: 1.741831 0.808631 7.692161  -0.529
C: 2.986848 0.109420 7.190927  -0.170
C: 3.158828 0.309570 5.698803  -0.165
C: 1.943309 -0.376575 5.006935  -0.109
C: 0.608303 0.269356 5.459801  -0.496
N: 0.602436 0.163323 6.970986  -0.101
O: -0.577588 0.618337 7.571734  -0.044
C: 0.295188 1.687961 4.990034  -0.036
C: -0.536607 -0.611270 5.016712  -0.042
C: 1.943095 2.331070 7.546391  -0.024
H: 0.804915 1.039689 9.455715  0.046
H: 2.581818 0.715158 9.643088  0.096
H: 1.406967 -0.618287 9.298589  0.097
H: 3.788252 0.645069 7.684039  0.111
H: 3.093477 -0.972310 7.522269  0.146
H: 4.005767 -0.257274 5.344481  0.102
H: 3.175293 1.364848 5.452367  0.092
H: 1.984489 -1.389089 5.369171  0.107
H: 2.004854 -0.385529 3.919344  0.112
H: -0.661573 2.036631 5.456688  0.103
H: 1.158711 2.404819 5.114268  0.089
H: 0.071670 1.597403 3.938230  0.073
H: -0.641982 -0.604283 3.948013  0.077
H: -0.418158 -1.598501 5.415504  0.079
H: -1.383193 -0.226429 5.560567  0.075
H: 2.488301 2.692971 8.440013  0.095
H: 0.933963 2.803485 7.419407  0.102
H: 2.515772 2.586951 6.691448  0.040
H: -0.952627 -0.195408 7.963208  0.123
C: -4.969764 1.887523 0.131168  -0.035
C: -4.635649 2.315815 -1.271959  -0.546
C: -5.575465 3.375960 -1.795356  -0.152
C: -5.109062 3.953257 -3.089744  -0.182
C: -3.653416 4.438222 -3.047753  -0.103
C: -2.704520 3.351440 -2.466957  -0.510
N: -3.299343 2.892534 -1.270247  -0.028
O: -2.392829 1.888243 -0.614251  -0.067
C: -2.420228 2.387675 -3.651719  -0.030
C: -1.356238 4.017445 -2.194513  -0.048
C: -4.737111 1.002049 -2.128272  -0.011
H: -6.040296 1.697398 0.053912  0.083
H: -4.730009 2.671691 0.878531  0.093
H: -4.542646 0.891701 0.397656  0.080
H: -6.616201 3.004901 -1.918401  0.134
H: -5.544979 4.149045 -1.017910  0.129
H: -5.810264 4.758518 -3.242774  0.109
H: -5.260361 3.308230 -3.905333  0.092
H: -3.696285 5.254129 -2.338968  0.119
H: -3.239516 4.721866 -3.981917  0.109
H: -1.441108 2.789249 -4.011214  0.072
H: -2.222564 1.347905 -3.530016  0.053
H: -3.053969 2.454893 -4.518113  0.074
H: -1.463819 4.796385 -1.471531  0.061
H: -0.675637 3.364683 -1.700930  0.061
H: -0.947623 4.409731 -3.145369  0.100
H: -5.844301 0.848423 -2.145302  0.096
H: -4.254799 0.184592 -1.578548  0.058
H: -4.330641 1.014066 -3.150199  0.069
H: -2.322482 1.071027 -1.203253  0.068
C: -3.433576 -6.421989 2.894602  -0.035
C: -4.027490 -5.449048 1.874467  -0.566
C: -5.517453 -5.688454 1.793541  -0.142
C: -6.201526 -4.735053 0.843961  -0.160
C: -5.994730 -3.343225 1.510220  -0.111
C: -4.504333 -3.006952 1.763472  -0.510
N: -3.839808 -4.115219 2.423330  -0.086
O: -2.427438 -3.866443 2.388064  -0.075
C: -3.932641 -2.603004 0.369565  -0.012
C: -4.384309 -1.809985 2.728082  -0.024
C: -3.286662 -5.599390 0.621083  -0.052
H: -2.305617 -6.306419 3.016436  0.102
H: -3.601047 -7.440710 2.520763  0.086
H: -3.739699 -6.362862 3.915472  0.071
H: -5.674692 -6.741650 1.394464  0.143
H: -5.920301 -5.663528 2.818308  0.133
H: -7.250975 -4.958075 0.911698  0.105
H: -5.920267 -4.830554 -0.153761  0.081
H: -6.486493 -3.310149 2.488912  0.123
H: -6.382391 -2.602130 0.822942  0.113
H: -2.839345 -2.634034 0.451610  0.079
H: -4.153742 -3.427894 -0.321360  0.050
H: -4.455792 -1.750884 -0.038645  0.073
H: -4.638804 -2.254893 3.699996  0.085
H: -3.331052 -1.426771 2.853861  0.091
H: -5.118476 -1.069783 2.576511  0.061
H: -3.708362 -5.215218 -0.317771  0.070
H: -3.221068 -6.665311 0.329164  0.102
H: -2.272936 -5.252836 0.636925  0.067
H: -2.185492 -3.706644 3.357648  0.147
C: -1.637992 -5.949872 -3.672478  0.008
C: -2.221174 -4.647283 -4.265540  -0.515
O: -1.456646 -3.900983 -4.903438  0.009
N: -3.525689 -4.425204 -4.051460  0.005
C: -4.253545 -3.243283 -4.367230  -0.063
H: -2.299903 -6.605780 -3.111214  0.067
H: -0.822846 -5.659253 -3.030328  0.058
H: -1.223135 -6.531291 -4.490452  0.080
H: -3.995995 -5.055723 -3.472172  0.105
H: -3.932973 -2.911822 -5.378120  0.103
H: -3.954438 -2.444043 -3.719395  0.074
H: -5.308194 -3.420783 -4.296998  0.081
C: -0.440750 -0.539295 0.476426  0.044
C: -0.522333 -0.951272 -1.046816  -0.508
O: -1.352988 -0.449163 -1.802586  -0.016
N: 0.381629 -1.852920 -1.444976  0.035
C: 0.347071 -2.427951 -2.801415  -0.025
H: -1.413481 -0.672364 0.879140  0.045
H: -0.158260 0.539008 0.449688  0.093
H: 0.210786 -1.178753 1.082773  0.057
H: 1.000707 -2.260193 -0.778113  0.071
H: 1.149139 -1.895595 -3.333878  0.055
H: -0.628479 -2.088473 -3.229378  0.096
H: 0.630091 -3.468538 -2.757930  0.058
C: 5.519140 0.493844 -7.203255  0.004
C: 5.516357 -0.875188 -6.524356  -0.503
O: 5.950312 -1.085127 -5.405958  0.027
N: 4.946607 -1.954009 -7.233196  0.007
C: 4.486184 -3.152773 -6.487717  -0.061
H: 5.602152 0.512871 -8.271358  0.066
H: 6.348171 1.112763 -6.851421  0.081
H: 4.644167 1.064020 -6.898095  0.062
H: 4.587096 -1.956774 -8.169072  0.119
H: 4.545478 -2.993991 -5.415167  0.075
H: 5.022103 -3.985299 -6.839319  0.055
H: 3.420058 -3.305187 -6.784551  0.094

Force components x, y, z for each atom (eV/Å):
C 0.68 2.11 -0.39
C -1.86 -1.77 -0.65
C -0.04 -0.33 -0.29
C -1.55 0.10 -0.42
C 0.95 -0.42 0.30
C 0.87 1.46 1.62
N -0.14 1.11 -0.14
O 0.19 -0.42 -0.50
C -0.34 2.29 -0.69
C 0.21 0.72 0.01
C 0.89 0.17 1.63
H -0.34 -0.42 0.04
H 1.04 -0.07 0.40
H -0.44 -0.69 -0.04
H 0.13 0.07 -0.12
H 0.58 0.37 0.40
H 0.75 0.18 0.26
H 0.37 0.00 -0.16
H -0.35 -1.03 -0.41
H -0.93 0.14 0.36
H 0.53 -1.13 0.22
H 0.31 -0.73 0.20
H -0.53 -0.42 0.22
H -0.60 -0.76 -0.59
H 0.03 0.18 -0.36
H 0.47 -0.40 0.04
H -0.31 0.06 -0.06
H -0.96 0.06 -0.93
H 0.33 0.00 -0.56
H 0.19 -0.40 0.48
C -1.17 -1.19 0.94
C 1.13 -0.79 -0.60
C -0.32 -1.33 0.14
C -2.65 1.15 -1.43
C -0.39 -1.74 -0.23
C 0.35 1.19 0.48
N -0.91 -1.03 0.47
O -0.13 -0.04 0.43
C -0.30 -0.31 -2.34
C -0.47 -0.53 0.61
C 0.79 -0.09 -1.04
H -0.61 0.48 -0.40
H 0.33 -0.12 -0.45
H 1.19 1.01 -0.24
H -0.56 -0.19 -0.44
H 1.44 0.76 0.17
H 1.21 -0.54 1.18
H -0.05 0.15 0.45
H 0.21 0.74 0.18
H 0.32 0.44 0.23
H 0.29 -0.20 0.46
H 0.01 0.56 0.27
H 0.35 0.06 0.52
H 1.10 0.28 0.21
H 0.40 -0.20 -1.49
H -0.27 0.45 0.48
H -0.23 -0.12 0.18
H -0.71 1.09 0.94
H -0.11 -0.07 0.39
H -0.33 0.20 -0.07
C 1.00 -1.18 -0.38
C -0.61 1.48 -0.59
C -0.63 -0.40 1.61
C -1.06 1.83 -0.41
C 2.14 0.65 -0.34
C 0.22 -0.69 1.88
N 0.10 0.16 -0.11
O 0.81 -1.13 0.84
C 0.54 -0.31 0.07
C -1.05 0.93 0.00
C -0.30 -1.02 3.26
H -1.16 -0.42 -0.01
H 0.03 0.77 0.20
H -0.35 0.15 -0.33
H 0.52 -0.08 -0.23
H 0.37 -0.29 -0.32
H 0.73 -0.46 -0.09
H 0.10 -0.04 -0.24
H -0.99 -0.24 0.07
H 0.08 0.24 0.05
H -0.58 -0.09 -0.56
H -0.19 0.21 0.13
H 0.50 0.33 0.07
H 0.46 -0.01 -0.19
H 0.47 -0.31 -0.38
H -0.23 -0.19 -0.50
H -0.43 -0.13 -1.07
H 0.59 0.12 -0.89
H -0.19 0.26 -0.85
H -0.83 -0.21 -0.82
C 1.66 -1.17 -1.55
C 0.25 -1.40 -0.22
C 0.95 -0.18 0.08
C -1.34 -1.48 -0.60
C 0.13 1.67 0.69
C -0.10 -0.38 1.29
N 1.84 -0.12 0.01
O -1.19 -0.17 -0.01
C 0.55 0.36 -0.01
C -0.01 0.33 0.80
C -1.62 -0.06 0.94
H -1.64 1.17 1.70
H -0.70 0.01 0.20
H 0.05 0.50 0.04
H 0.57 -0.01 0.26
H -0.50 1.15 -0.54
H 0.76 0.41 -0.15
H 0.50 -0.02 -0.25
H -0.39 -0.65 -0.01
H 0.01 0.12 -0.11
H 1.06 -0.10 -0.08
H -1.22 -0.64 -0.09
H 0.05 0.30 -0.60
H -0.30 -0.05 -0.48
H 0.35 -0.84 -0.08
H -0.85 0.22 -0.48
H -0.52 0.04 -0.42
H 0.96 -0.09 0.51
H 0.50 0.28 -0.69
H 0.21 0.70 -0.29
C -0.58 -0.46 0.54
C 1.07 -1.57 -1.14
C -0.07 -0.25 0.83
C 0.35 1.08 -0.07
C -0.90 -0.86 1.88
C 0.01 0.64 -2.03
N 1.30 -1.62 2.18
O -0.79 0.49 -1.31
C 1.83 0.69 -0.75
C -0.58 0.47 -0.11
C -0.96 0.29 0.26
H -0.34 0.17 0.65
H -0.20 -0.57 -0.38
H 0.08 1.04 -0.04
H 0.62 0.09 0.35
H -0.36 0.17 -0.15
H 0.07 0.75 -0.54
H -0.22 -1.26 -1.05
H 0.55 0.58 0.06
H 0.08 0.57 -0.93
H -0.68 -0.64 -0.23
H 0.02 -0.84 0.87
H -0.81 0.21 -0.14
H -0.39 0.90 0.34
H 0.72 -0.95 -0.13
H -0.04 -0.07 0.68
H 0.83 -0.48 -0.29
H -0.17 0.05 -0.27
H -0.38 0.26 0.44
H 0.13 1.01 0.58
C 2.24 -0.80 -0.50
C 0.02 0.25 1.84
C -0.01 -2.25 -1.13
C -0.67 1.02 3.64
C 0.62 -0.51 -0.30
C -0.36 1.49 -1.34
N 0.22 0.25 0.45
O 0.57 0.70 2.37
C 0.26 -2.09 0.43
C 1.25 -1.62 1.17
C 0.36 -2.10 -3.32
H -1.26 -0.06 -0.66
H 0.03 0.11 0.24
H -1.04 0.35 0.55
H 0.26 0.93 0.65
H -0.10 0.18 -0.43
H -0.68 -0.02 -0.27
H 0.80 0.03 -1.62
H -0.37 -0.08 -0.31
H -0.24 0.55 0.28
H -0.23 0.95 -0.34
H -0.06 0.41 0.00
H 0.49 0.67 0.17
H 0.05 0.22 0.09
H -1.17 -0.14 -0.54
H -0.54 1.22 -0.63
H -0.28 0.36 0.59
H 0.09 0.07 0.48
H 0.46 0.28 0.37
H -0.56 -0.30 -2.02
C -0.39 0.41 -0.45
C 1.95 0.07 -0.67
O -1.57 -0.83 0.85
N 0.28 -0.17 -0.11
C 1.19 0.93 -1.47
H -0.33 0.21 0.03
H 0.34 0.10 0.24
H 0.09 0.03 -0.13
H -0.46 -1.10 0.84
H -0.58 -0.21 0.43
H -0.06 0.62 0.59
H -0.47 -0.07 -0.12
C 0.76 0.12 -1.91
C 0.32 0.13 1.73
O -0.24 0.04 -0.01
N -0.84 -0.36 -0.77
C 0.22 2.28 0.49
H -1.10 0.27 0.30
H -0.15 -0.78 0.46
H 0.30 0.35 -0.38
H 0.52 -0.18 0.72
H -0.32 -0.39 -0.31
H 0.85 -1.08 0.08
H -0.61 -0.38 -0.20
C 0.54 0.26 0.81
C -0.66 -1.20 -1.50
O -0.25 0.56 0.17
N 0.24 0.43 1.71
C -1.42 1.57 -0.86
H -0.24 -0.48 -0.66
H 0.11 -0.40 0.26
H -0.30 -0.23 0.00
H 0.14 0.93 -0.14
H 0.22 -0.07 -0.12
H 0.85 -1.27 0.03
H 0.65 0.02 0.45


Record order is preserved below.
LUMO level: 0.473, 0.453 eV
Record order is preserved below.
Energy above the lowest of the compared OMol25 structures with the same formula, charge and spin: 0.000, 0.000 eV
Record order is preserved below.
Molar mass: 142.0, 1162.8 g mol⁻¹